Below is C45H32N3O5P2TeW as an isolated structure, with properties calculated with ωB97M-V/def2-TZVPD.

ORCA input file:
```
! wB97M-V def2-TZVPD RIJCOSX def2/J DEFGRID3
* xyz 1 1
W -1.7112 0.2862 0.0754
C -1.0910 4.5362 1.0382
C -1.2179 4.5557 2.4160
C -1.5229 3.3812 3.0872
C -1.6818 2.2098 2.3678
N -1.5213 2.1978 1.0257
C -1.2457 3.3340 0.3737
C -2.1022 0.9278 2.9818
C -2.3984 0.7900 4.3269
C -2.9088 -0.4120 4.7902
C -3.1207 -1.4515 3.9000
C -2.7705 -1.2616 2.5795
N -2.2556 -0.1115 2.1305
H -0.8795 5.4318 0.4725
H -1.0951 5.4770 2.9689
H -1.6460 3.3919 4.1593
H -1.1670 3.2429 -0.7041
H -2.2590 1.6119 5.0122
H -3.1539 -0.5248 5.8377
H -3.5420 -2.3950 4.2147
H -2.8918 -2.0433 1.8413
Te -0.0019 -3.4920 -0.1535
C 2.0874 -3.6070 0.1750
C 2.6204 -3.6886 1.4547
C 4.0028 -3.6974 1.6001
N 4.8498 -3.6324 0.5768
C 4.3309 -3.5994 -0.6470
C 2.9649 -3.5963 -0.9010
C -0.1019 -1.3655 -0.2172
P -0.3487 -0.4287 -1.7367
C -1.2991 -1.4832 -2.8496
C -0.8695 -1.7121 -4.1531
C -1.6328 -2.5032 -5.0017
C -2.8215 -3.0595 -4.5557
C -3.2561 -2.8275 -3.2565
C -2.4984 -2.0410 -2.4079
C 1.0299 0.2333 -2.6809
C 2.2576 -0.4207 -2.7282
C 3.2827 0.1014 -3.4999
C 3.0747 1.2619 -4.2347
C 1.8466 1.9078 -4.1932
C 0.8168 1.4001 -3.4141
P 0.6272 -0.1513 0.8691
C 2.2012 0.5543 0.3507
C 2.2328 1.8118 -0.2419
C 3.4392 2.3395 -0.6796
C 4.6109 1.6154 -0.5158
C 4.5840 0.3607 0.0837
C 3.3825 -0.1691 0.5189
C 0.9080 -0.6942 2.5739
C 1.7197 0.1064 3.3810
C 1.8840 -0.1929 4.7248
C 1.2397 -1.2899 5.2791
C 0.4262 -2.0851 4.4843
C 0.2540 -1.7858 3.1411
H 1.9869 -3.7337 2.3291
H 4.4459 -3.7510 2.5886
H 5.0385 -3.5776 -1.4688
H 2.6030 -3.5923 -1.9212
H 0.0530 -1.2737 -4.5085
H -1.2962 -2.6797 -6.0144
H -3.4170 -3.6695 -5.2215
H -4.1890 -3.2517 -2.9103
H -2.8555 -1.8577 -1.3966
H 2.4186 -1.3170 -2.1434
H 4.2442 -0.3951 -3.5290
H 3.8756 1.6628 -4.8425
H 1.6860 2.8088 -4.7703
H -0.1429 1.9011 -3.3716
H 1.3104 2.3608 -0.3943
H 3.4619 3.3123 -1.1527
H 5.5507 2.0288 -0.8582
H 5.4971 -0.2064 0.2112
H 3.3627 -1.1445 0.9891
H 2.2368 0.9586 2.9576
H 2.5248 0.4280 5.3370
H 1.3778 -1.5287 6.3254
H -0.0710 -2.9488 4.9082
H -0.3621 -2.4272 2.5267
O -6.6547 3.5948 -2.5654
C -5.6345 3.0451 -2.2825
C -4.2540 3.3070 -2.9266
O -4.0024 4.0932 -3.7919
C -3.2787 2.3863 -2.2166
C -4.0242 1.6703 -1.2766
O -3.3933 0.7256 -0.5453
C -5.4299 1.9562 -1.2132
O -6.2774 1.4838 -0.4891
O -2.0526 2.2865 -2.4027
*
```

Summary:
- HOMO-LUMO gap (spin up / spin down) (eV) = 5.974 / 5.975
- ΔE to the lowest compared entry with this formula, charge and spin (eV) = 1.744
- molecular weight (g/mol) = 1068.2

Let us look at the Löwdin charges, expressed in e, one per atom:
1. W 1.3012
2. C -0.0026
3. C -0.0091
4. C 0.0227
5. C -0.1822
6. N -0.0524
7. C -0.0772
8. C -0.1824
9. C 0.0283
10. C -0.0066
11. C -0.0171
12. C -0.0984
13. N -0.0560
14. H 0.1255
15. H 0.1256
16. H 0.1164
17. H 0.1060
18. H 0.1180
19. H 0.1272
20. H 0.1253
21. H 0.1222
22. Te 1.3018
23. C -0.5494
24. C -0.1301
25. C -0.1415
26. N 0.0760
27. C -0.1377
28. C -0.1407
29. C -1.0170
30. P 0.8294
31. C -0.3672
32. C -0.0597
33. C -0.0545
34. C -0.0577
35. C -0.0591
36. C -0.1325
37. C -0.3782
38. C -0.0865
39. C -0.0641
40. C -0.0624
41. C -0.0547
42. C -0.0738
43. P 0.8797
44. C -0.3773
45. C -0.0936
46. C -0.0606
47. C -0.0581
48. C -0.0520
49. C -0.0823
50. C -0.3467
51. C -0.0803
52. C -0.0617
53. C -0.0642
54. C -0.0728
55. C -0.1469
56. H 0.0861
57. H 0.1135
58. H 0.1128
59. H 0.0933
60. H 0.1061
61. H 0.1130
62. H 0.1129
63. H 0.1143
64. H 0.0804
65. H 0.0852
66. H 0.1130
67. H 0.1113
68. H 0.1135
69. H 0.0881
70. H 0.0933
71. H 0.1146
72. H 0.1137
73. H 0.1140
74. H 0.0898
75. H 0.1096
76. H 0.1119
77. H 0.1114
78. H 0.1150
79. H 0.0347
80. O 0.1849
81. C -0.2255
82. C -0.2325
83. O 0.1721
84. C -0.3281
85. C -0.2195
86. O -0.2206
87. C -0.3108
88. O 0.1080
89. O -0.0377

---

Below is C45H34BrN2O2RuSi as an isolated structure, with properties calculated with ωB97M-V/def2-TZVPD.

ORCA input file:
```
! wB97M-V def2-TZVPD RIJCOSX def2/J DEFGRID3
* xyz 1 5
Ru 0.5506 0.4914 0.5106
C -2.7115 2.2525 -0.0545
O -1.5394 1.6522 -0.5975
C -1.4047 1.6242 -1.9568
C -2.4411 1.8839 -2.8382
C -2.2082 1.8188 -4.2038
C -0.9521 1.4898 -4.6886
C 0.0834 1.2397 -3.8042
C -0.1306 1.3187 -2.4349
N 0.9350 1.0986 -1.4978
N 2.0608 1.4599 -2.0005
C 3.2584 1.3524 -1.4244
C 3.5274 0.6844 -0.1906
O 2.5991 0.1952 0.5408
C 4.8837 0.5094 0.2270
C 5.8988 1.0071 -0.5117
C 5.6819 1.7169 -1.7387
C 6.7633 2.2303 -2.4725
C 6.5479 2.9096 -3.6461
C 5.2394 3.0916 -4.1071
C 4.1660 2.5976 -3.4011
C 4.3684 1.8944 -2.2050
H -2.8634 3.2438 -0.4838
H -2.5386 2.3449 1.0156
H -3.5865 1.6263 -0.2370
H -3.4287 2.1201 -2.4700
H -3.0223 2.0147 -4.8887
H -0.7771 1.4246 -5.7537
H 1.0690 0.9796 -4.1635
H 5.0506 -0.0206 1.1546
H 6.9208 0.8767 -0.1747
H 7.7686 2.0828 -2.0975
H 7.3817 3.3050 -4.2097
H 5.0673 3.6314 -5.0290
H 3.1588 2.7534 -3.7597
Br 0.5257 3.1866 1.1882
C -0.3395 2.7784 2.8382
C -0.9229 3.7821 3.5549
C -1.4671 3.4803 4.8180
C -1.3584 2.2165 5.3300
C -0.7309 1.1863 4.5946
C -0.5311 -0.1070 5.1461
C 0.1543 -1.0658 4.4554
C 0.5905 -0.8115 3.1424
C 0.3210 0.3920 2.5114
C -0.2517 1.4478 3.2898
H -0.9490 4.7931 3.1723
H -1.9412 4.2660 5.3897
H -1.7391 1.9925 6.3186
H -0.9033 -0.3078 6.1431
H 0.3340 -2.0368 4.8970
H 1.0849 -1.6130 2.6047
C -3.8638 -1.2836 -3.4283
C -2.5074 -1.5316 -3.5926
C -1.6701 -1.5517 -2.4890
C -2.1716 -1.3259 -1.2030
C -3.5390 -1.0789 -1.0560
C -4.3799 -1.0559 -2.1606
Si -1.0501 -1.4750 0.2752
C -2.0629 -1.7259 1.8288
C -2.0900 -2.9767 2.4475
C -2.8416 -3.1865 3.5973
C -3.5740 -2.1470 4.1491
C -3.5534 -0.8937 3.5497
C -2.8042 -0.6897 2.4018
C 0.1091 -2.9171 -0.0333
C -0.4842 -4.0682 -0.5691
C 0.2601 -5.2133 -0.8063
C 1.6191 -5.2280 -0.5242
C 2.2276 -4.0951 -0.0064
C 1.4782 -2.9520 0.2381
H -4.5204 -1.2773 -4.2890
H -2.1044 -1.7143 -4.5804
H -0.6155 -1.7659 -2.6272
H -3.9596 -0.9359 -0.0670
H -5.4401 -0.8802 -2.0297
H -1.5148 -3.7981 2.0362
H -2.8527 -4.1643 4.0615
H -4.1595 -2.3105 5.0446
H -4.1202 -0.0766 3.9788
H -2.7861 0.2986 1.9549
H -1.5417 -4.0701 -0.8116
H -0.2200 -6.0920 -1.2169
H 2.2026 -6.1194 -0.7137
H 3.2888 -4.0981 0.2070
H 1.9889 -2.0814 0.6320
*
```

Summary:
- HOMO-LUMO gap (spin up / spin down) (eV) = 6.986 / 5.505
- ΔE to the lowest compared entry with this formula, charge and spin (eV) = 1.644
- molecular weight (g/mol) = 843.8

Let us look at the Löwdin charges, expressed in e, one per atom:
1. Ru 1.2549
2. C -0.0632
3. O -0.2533
4. C -0.2567
5. C -0.0121
6. C -0.0642
7. C -0.0716
8. C -0.0178
9. C -0.1969
10. N -0.0795
11. N 0.0937
12. C -0.1319
13. C -0.3023
14. O -0.1699
15. C 0.0103
16. C 0.0163
17. C -0.1668
18. C -0.0228
19. C -0.0652
20. C -0.0583
21. C -0.0186
22. C -0.0963
23. H 0.1100
24. H 0.0745
25. H 0.0926
26. H 0.1169
27. H 0.1155
28. H 0.1106
29. H 0.1124
30. H 0.1236
31. H 0.1265
32. H 0.1178
33. H 0.1095
34. H 0.1100
35. H 0.1043
36. Br 0.9236
37. C -0.5716
38. C -0.1017
39. C -0.0522
40. C -0.0101
41. C -0.1621
42. C 0.0016
43. C -0.0441
44. C -0.0976
45. C -0.2782
46. C -0.2374
47. H 0.1111
48. H 0.1148
49. H 0.1224
50. H 0.1265
51. H 0.1199
52. H 0.0919
53. C -0.0725
54. C -0.0717
55. C -0.1037
56. C -0.2921
57. C -0.0944
58. C -0.0714
59. Si 0.7629
60. C -0.2904
61. C -0.0809
62. C -0.0691
63. C -0.0747
64. C -0.0741
65. C -0.1160
66. C -0.2918
67. C -0.1050
68. C -0.0662
69. C -0.0703
70. C -0.0707
71. C -0.1115
72. H 0.1104
73. H 0.1129
74. H 0.1125
75. H 0.0968
76. H 0.1089
77. H 0.1007
78. H 0.1089
79. H 0.1079
80. H 0.1098
81. H 0.0867
82. H 0.1112
83. H 0.1099
84. H 0.1089
85. H 0.1080
86. H 0.0609